Run one
12
Properties=species:S:1:pos:R:3:nbo_charge:R:1 method="wB97M-V/def2-TZVPD" multiplicity=1 homo_energy_ev=-8.61 e_lumo_ev=-1.89
S 2.223 1.647 0.626 -0.11
N 0.264 -0.048 0.032 -0.55
C 0.199 0.129 -1.410 -0.43
C 0.890 0.708 0.965 -0.07
C -1.045 -0.641 0.739 -0.41
H 1.202 -0.302 -1.864 0.24
H 0.035 1.175 -1.738 0.23
H -2.068 0.398 1.715 0.25
H -1.738 -1.315 -0.831 0.21
H 0.300 0.743 1.943 0.22
H 0.245 -1.739 1.761 0.19
H -0.508 -0.755 -1.940 0.23

Run two
12
Properties=species:S:1:pos:R:3:nbo_charge:R:1 method="wB97M-V/def2-TZVPD" multiplicity=1 homo_energy_ev=-8.64 e_lumo_ev=-0.33
S 1.670 2.686 0.760 -0.02
N -0.379 0.064 -0.603 -0.65
C -1.170 -1.187 -0.316 -0.45
C 0.369 0.322 0.607 -0.30
C 1.531 1.095 0.223 -0.26
H -1.480 -1.145 0.850 0.20
H 2.479 0.848 -0.490 0.25
H -2.192 -0.860 -1.153 0.20
H -0.617 -2.273 -0.769 0.22
H -0.351 0.607 1.393 0.23
H -0.817 0.752 -1.047 0.37
H 0.958 -0.908 0.545 0.21

Run three
12
Properties=species:S:1:pos:R:3:nbo_charge:R:1 method="wB97M-V/def2-TZVPD" multiplicity=1 homo_energy_ev=-8.94 e_lumo_ev=-0.32
S -1.072 1.530 -0.359 0.20
N 1.755 -0.449 -1.238 -0.66
C 0.889 -0.751 -0.032 -0.28
C -1.342 0.575 1.107 -0.53
C -0.615 -0.123 -0.087 -0.38
H -1.132 -0.924 -0.728 0.22
H 0.392 -1.872 0.007 0.20
H -2.396 0.330 1.339 0.22
H -0.836 0.970 2.188 0.23
H 2.249 0.929 -0.639 0.30
H 1.549 -0.354 0.770 0.21
H 0.559 0.139 -2.328 0.25

The structure with the least stability is run one.

Run one
15
Properties=species:S:1:pos:R:3:nbo_charge:R:1 method="wB97M-V/def2-TZVPD" multiplicity=1 homo_energy_ev=-8.08 e_lumo_ev=0.98
S -0.034 2.195 1.036 0.02
C 0.682 -1.639 0.090 -0.37
C -0.998 0.374 -0.998 -0.42
C 1.243 -1.024 1.432 -0.42
C -1.042 1.886 -0.592 -0.45
C 0.398 0.132 0.929 0.07
C -0.075 -0.342 -0.157 -0.11
H 0.994 -1.556 2.318 0.22
H 2.173 -0.670 1.406 0.21
H -0.722 0.260 -2.205 0.20
H 0.368 -2.661 0.136 0.21
H 1.458 -1.617 -0.639 0.20
H -1.971 -0.115 -0.987 0.23
H -0.539 2.433 -1.346 0.21
H -1.937 2.346 -0.423 0.21

Run two
15
Properties=species:S:1:pos:R:3:nbo_charge:R:1 method="wB97M-V/def2-TZVPD" multiplicity=1 homo_energy_ev=-8.37 e_lumo_ev=0.94
S 1.893 2.221 -0.459 0.06
C 0.636 1.152 0.022 -0.23
C 0.652 -0.234 0.576 -0.24
C -1.009 -0.570 -1.096 -0.26
C 0.124 0.994 1.386 -0.43
C -0.364 -1.194 0.042 -0.43
C -0.782 0.676 -1.307 -0.13
H -1.474 -1.076 -1.947 0.23
H 2.623 1.351 -1.207 0.13
H 1.600 -0.800 0.905 0.23
H 0.707 1.400 2.254 0.22
H -0.904 1.134 1.470 0.21
H 0.279 -2.180 -0.266 0.20
H -1.204 1.471 -1.846 0.21
H -1.050 -1.427 0.804 0.23

The structure with the least stability is run two.